{
  "formula": "C33H57N3O5RhSi",
  "method": "ωB97M-V/def2-TZVPD",
  "symbols": ["O", "O", "C", "C", "H", "H", "H", "H", "H", "C", "C", "H", "H", "H", "H", "H", "C", "C", "C", "H", "H", "H", "H", "H", "C", "H", "H", "H", "H", "H", "H", "N", "C", "C", "C", "C", "H", "H", "H", "C", "H", "H", "H", "N", "C", "C", "C", "C", "H", "C", "H", "C", "H", "C", "C", "C", "C", "C", "C", "H", "C", "H", "C", "H", "C", "C", "Rh", "H", "H", "H", "H", "H", "H", "H", "H", "H", "H", "H", "H", "H", "C", "Si", "H", "H", "C", "C", "C", "H", "H", "H", "H", "H", "H", "H", "H", "H", "O", "N", "O", "O"],
  "xyz": [[0.88790, -1.39501, -0.18461], [0.96116, -0.15313, -4.21928], [2.30192, -1.54807, 0.08437], [2.63483, -2.67817, 1.04172], [2.62014, -0.58158, 0.49094], [2.76778, -1.68852, -0.89990], [2.00583, -2.64856, 1.94598], [3.67197, -2.58495, 1.37767], [2.52986, -3.65538, 0.55019], [0.18428, -2.64437, -0.32355], [0.51721, -3.33232, -1.63530], [-0.88650, -2.41329, -0.22578], [0.46164, -3.30905, 0.51272], [0.44668, -2.64776, -2.49173], [-0.19550, -4.14983, -1.77681], [1.51880, -3.77711, -1.60922], [-0.11478, 0.40732, -5.00463], [1.90460, -0.90091, -4.99850], [-1.42568, -0.30211, -4.73998], [0.11777, 0.34634, -6.08407], [-0.18208, 1.46521, -4.70924], [-1.36976, -1.35568, -5.03385], [-2.21837, 0.15650, -5.33500], [-1.70559, -0.23387, -3.68411], [1.28237, -2.07862, -5.72306], [2.67083, -1.22972, -4.28538], [2.37500, -0.22122, -5.73174], [0.69028, -2.70318, -5.04719], [2.06788, -2.69564, -6.16055], [0.64540, -1.73567, -6.54272], [1.39157, 0.65161, -2.40906], [-0.91977, -0.95258, 3.67796], [-1.94228, -0.41269, 4.35296], [-2.40973, 0.82581, 3.98422], [-2.25809, 1.59605, 2.82339], [-2.47434, -1.17585, 5.50378], [-1.65013, -1.57758, 6.11110], [-3.14438, -2.00851, 5.23364], [-3.04532, -0.47509, 6.12879], [-3.03400, 2.88224, 2.82502], [-3.70959, 2.94620, 1.96168], [-2.38021, 3.76322, 2.84792], [-3.66025, 2.89788, 3.72263], [-1.59407, 1.28081, 1.70047], [-0.53219, -2.32426, 3.63815], [0.73692, -2.68375, 4.09519], [1.70707, -1.67349, 4.59905], [1.03412, -4.05013, 4.15840], [1.97106, -4.34411, 4.63115], [0.14209, -5.00823, 3.69081], [0.40839, -6.06572, 3.72541], [-1.09829, -4.61947, 3.18826], [-1.84472, -5.35478, 2.87683], [-1.45052, -3.27050, 3.14013], [-2.80589, -2.86018, 2.61994], [-1.86321, 1.98864, 0.47644], [-1.22825, 3.22065, 0.20912], [-0.16005, 3.72997, 1.12604], [-1.58986, 3.92074, -0.94320], [-1.13462, 4.90109, -1.12026], [-2.50952, 3.37097, -1.84242], [-2.78825, 3.92224, -2.74346], [-3.06461, 2.10894, -1.60692], [-3.77750, 1.65354, -2.30217], [-2.72984, 1.39363, -0.45722], [-3.21547, 0.00079, -0.20520], [-0.19401, -0.01175, 1.22361], [2.72695, -2.07116, 4.57774], [1.48412, -1.37819, 5.63166], [1.70114, -0.75466, 4.00459], [-2.84344, -1.79421, 2.35637], [-3.58384, -3.05081, 3.37608], [-3.09591, -3.42013, 1.71648], [0.61004, 4.26443, 0.54999], [0.33973, 2.92715, 1.68790], [-0.56634, 4.43748, 1.86391], [-3.93987, -0.05649, 0.62213], [-2.38121, -0.68349, 0.04816], [-3.70135, -0.38941, -1.10597], [-3.10883, 1.25176, 4.71457], [1.32662, 1.71764, -2.06916], [2.58559, 2.82904, -2.93075], [0.29606, 2.02777, -2.29366], [1.44005, 1.73368, -0.97826], [4.25976, 1.96590, -3.09150], [2.90341, 4.46604, -2.04189], [2.15486, 3.33476, -4.70360], [3.05965, 3.78150, -5.14608], [1.35698, 4.09064, -4.72732], [1.86000, 2.47712, -5.32323], [4.74993, 1.88069, -2.11107], [4.90711, 2.56153, -3.75475], [4.14461, 0.96281, -3.52587], [2.98714, 4.33755, -0.95398], [2.11223, 5.19956, -2.25515], [3.85478, 4.88398, -2.40805], [1.23957, 2.24071, 4.31975], [0.35166, 1.57203, 4.85578], [0.54463, 0.78262, 5.79382], [-0.12390, -0.02591, 3.10183]],
  "homo_ha": [-0.3801, -0.4050],
  "multiplicity": 5,
  "e_lumo_ha": [-0.103, -0.172],
  "orbital_gap_ha": [0.2774, 0.2329],
  "total_charge": 1,
  "energy_ha": -2231.660545
}

{
  "formula": "C33H58AsBiCl2N6O2SSeSi3",
  "method": "ωB97M-V/def2-TZVPD",
  "symbols": ["Bi", "C", "C", "N", "O", "C", "C", "N", "O", "H", "H", "H", "H", "H", "H", "H", "Cl", "C", "C", "C", "C", "C", "Cl", "C", "S", "H", "H", "H", "C", "C", "N", "C", "C", "N", "C", "C", "H", "H", "H", "H", "H", "H", "H", "H", "H", "H", "H", "H", "H", "C", "N", "C", "Se", "N", "C", "C", "C", "C", "C", "C", "H", "H", "H", "H", "H", "H", "H", "H", "C", "Si", "C", "C", "As", "Si", "C", "C", "C", "Si", "C", "C", "C", "H", "H", "H", "H", "H", "H", "H", "H", "H", "H", "H", "H", "H", "H", "H", "H", "H", "H", "H", "H", "H", "H", "H", "H", "H", "H", "H"],
  "xyz": [[-0.69424, 0.71806, 0.05819], [-0.59863, 3.69134, 3.49202], [-0.72732, 2.49337, 2.60944], [-0.30928, 2.47029, 1.36594], [0.26668, 3.61582, 0.89080], [-1.38544, 1.30986, 3.06485], [-2.01344, 1.23525, 4.42011], [-1.40869, 0.33061, 2.19266], [-2.09891, -0.79425, 2.57591], [0.02624, 4.44857, 3.03152], [-0.16570, 3.41132, 4.45323], [-1.57894, 4.12905, 3.69182], [1.00356, 3.27273, 0.31284], [-1.24803, 1.16345, 5.19652], [-2.65881, 0.36581, 4.49673], [-2.60042, 2.12998, 4.62631], [-0.90048, -1.27470, -3.00286], [0.42796, -0.36953, -3.83131], [1.31238, -1.09866, -4.59718], [2.30466, -0.39620, -5.25737], [2.35865, 0.98660, -5.12625], [1.44539, 1.66292, -4.33962], [1.56657, 3.38374, -4.28657], [0.41000, 1.01321, -3.62626], [-0.76839, 1.83373, -2.66928], [1.24406, -2.17308, -4.68166], [3.02194, -0.91655, -5.87584], [3.11614, 1.55551, -5.64698], [2.21246, -2.76475, 3.11142], [1.43764, -1.67640, 2.32899], [2.04684, -1.46506, 1.02684], [3.43712, -1.06735, 1.16897], [4.25033, -2.20724, 1.83019], [3.27213, -3.29842, 2.18375], [2.63354, -3.85436, 0.93911], [1.94014, -2.66838, 0.22244], [1.59353, -3.61052, 3.40852], [2.73013, -2.38187, 3.98958], [1.43939, -0.73658, 2.88108], [0.39520, -1.96821, 2.18723], [3.48212, -0.15768, 1.76648], [3.84286, -0.82134, 0.18856], [4.73962, -1.91235, 2.75703], [4.99114, -2.65365, 1.16852], [3.77480, -4.04700, 2.65544], [1.93960, -4.62863, 1.26463], [3.42596, -4.31578, 0.35218], [0.88405, -2.89122, 0.05836], [2.40268, -2.48626, -0.74764], [1.85319, 5.32731, -1.48874], [3.14647, 5.06830, -0.87565], [3.62209, 3.86097, -0.51352], [2.75405, 2.23318, -0.69807], [4.85836, 4.05096, -0.00996], [5.19817, 5.39690, -0.04404], [6.33401, 6.08737, 0.34944], [6.31775, 7.45951, 0.17255], [5.20992, 8.11581, -0.37330], [4.07689, 7.42432, -0.76463], [4.09696, 6.04791, -0.59231], [1.50546, 4.42001, -1.97694], [1.97064, 6.11708, -2.22766], [1.12835, 5.64098, -0.73753], [5.43015, 3.28857, 0.30552], [7.19233, 5.58309, 0.77199], [7.18290, 8.03899, 0.46396], [5.23949, 9.19020, -0.49117], [3.22118, 7.93678, -1.18161], [-6.08946, -1.89057, 0.66504], [-4.63928, -0.71853, 0.60483], [-4.53161, 0.02184, -1.11006], [-4.76129, 0.60591, 1.91158], [-2.53858, -1.84271, 1.07761], [-2.03793, -2.46875, -4.56720], [-2.11384, -1.26114, -5.95108], [-3.58359, -2.72296, -3.57417], [-1.07603, -4.03250, -4.81998], [-2.85628, -3.77400, 2.46987], [-2.46345, -3.24165, 4.21470], [-1.55784, -4.98573, 1.85552], [-4.54452, -4.55184, 2.33581], [-6.98778, -1.30816, 0.43808], [-6.23363, -2.34821, 1.64177], [-6.02145, -2.68315, -0.08198], [-5.26767, 0.82755, -1.18426], [-4.78976, -0.71424, -1.87595], [-3.55768, 0.44983, -1.35124], [-5.73076, 1.10101, 1.81189], [-3.98194, 1.35954, 1.78645], [-4.68779, 0.19690, 2.91929], [-2.64066, -0.36267, -5.62471], [-2.66666, -1.70045, -6.78552], [-1.12490, -0.97672, -6.31187], [-4.34685, -1.98383, -3.81620], [-3.38247, -2.66503, -2.50188], [-3.98341, -3.71825, -3.78010], [0.00275, -3.90708, -4.75473], [-1.29934, -4.43865, -5.80956], [-1.38179, -4.77257, -4.07866], [-1.46123, -2.81804, 4.29244], [-2.52626, -4.11893, 4.86415], [-3.16255, -2.49268, 4.58620], [-0.60715, -4.48214, 1.65680], [-1.87121, -5.46981, 0.92819], [-1.38379, -5.77236, 2.59364], [-5.30221, -4.00704, 2.89754], [-4.48004, -5.55996, 2.75519], [-4.88725, -4.64569, 1.30486]],
  "homo_ha": -0.3900,
  "e_lumo_ha": -0.161,
  "orbital_gap_ha": 0.2289,
  "total_charge": 2,
  "energy_ha": -8809.639831
}

{
  "formula": "C33H58BN3P2PtSi",
  "method": "ωB97M-V/def2-TZVPD",
  "symbols": ["Pt", "C", "C", "C", "C", "P", "C", "N", "B", "N", "C", "P", "C", "C", "C", "C", "C", "C", "C", "C", "C", "C", "C", "C", "C", "C", "C", "C", "C", "C", "H", "H", "H", "H", "H", "H", "H", "H", "H", "H", "H", "H", "H", "H", "H", "H", "H", "H", "H", "H", "H", "H", "H", "H", "H", "H", "H", "H", "H", "H", "H", "H", "H", "H", "H", "H", "H", "H", "H", "H", "H", "H", "H", "H", "C", "Si", "C", "C", "N", "C", "C", "C", "C", "C", "C", "H", "H", "H", "H", "H", "H", "H", "H", "H", "H", "H", "H", "H", "H"],
  "xyz": [[-0.18676, 0.05848, 0.60498], [4.13720, 0.23298, 1.11882], [3.48824, -1.10361, 0.62915], [2.91937, -1.82857, 1.86897], [4.62817, -1.96902, 0.05605], [2.05923, -0.73730, -0.59531], [1.39117, -2.43963, -1.15119], [0.08004, -2.23289, -1.64734], [-0.68419, -1.16290, -1.04476], [-1.77472, -0.98118, -1.98296], [-2.64554, 0.12557, -1.84480], [-1.82553, 1.36231, -0.63645], [-3.15225, 1.79527, 0.65953], [-2.48815, 2.64760, 1.80501], [-3.69302, 0.49915, 1.30789], [-4.38516, 2.57896, 0.11407], [-1.89241, 2.99364, -1.90461], [-0.80664, 2.79543, -3.00571], [-1.55059, 4.30522, -1.13365], [-3.23556, 3.22800, -2.65598], [-1.60692, -1.79200, -3.17044], [-2.25412, -1.82601, -4.38814], [-1.67486, -2.59696, -5.40669], [-0.55671, -3.37488, -5.18966], [0.01621, -3.45921, -3.92509], [-0.45349, -2.58554, -2.93895], [3.06007, -0.34731, -2.32286], [2.00725, 0.22857, -3.28655], [4.17198, 0.73852, -2.15474], [3.66281, -1.58909, -3.03968], [4.66170, 0.08065, 2.05857], [4.84870, 0.62351, 0.40772], [3.36368, 0.97360, 1.28303], [3.58688, -1.70692, 2.71561], [1.93259, -1.44166, 2.14832], [2.81083, -2.90363, 1.73484], [5.35396, -2.20295, 0.85363], [4.30228, -2.94538, -0.32101], [5.19273, -1.45230, -0.70432], [2.04621, -2.95937, -1.86250], [1.38280, -3.07093, -0.25390], [-2.86614, 0.61768, -2.80330], [-3.59328, -0.21709, -1.38186], [-1.68076, 2.09192, 2.30606], [-2.06891, 3.58542, 1.45253], [-3.21514, 2.91776, 2.55492], [-2.92172, -0.10222, 1.75207], [-4.38749, 0.74354, 2.09881], [-4.24481, -0.14308, 0.61395], [-4.11845, 3.57967, -0.16566], [-4.84525, 2.03329, -0.71474], [-5.12747, 2.66670, 0.92541], [0.19662, 2.72751, -2.55234], [-0.97366, 1.90350, -3.62807], [-0.83633, 3.66691, -3.68609], [-0.57980, 4.24684, -0.62351], [-1.52598, 5.12278, -1.86776], [-2.30155, 4.56941, -0.38961], [-3.51126, 2.37944, -3.27105], [-4.07075, 3.53207, -2.03563], [-3.04639, 4.06511, -3.35443], [-3.16435, -1.28215, -4.62694], [-2.10521, -2.58000, -6.41238], [-0.10683, -3.93511, -6.00772], [0.81957, -4.19029, -3.73954], [1.56146, 1.12629, -2.88358], [2.52169, 0.51040, -4.21592], [1.23742, -0.47687, -3.57102], [3.76572, 1.69867, -1.79296], [5.04228, 0.47842, -1.54216], [4.57577, 0.94680, -3.16760], [2.88580, -2.23982, -3.45933], [4.25079, -1.27366, -3.92080], [4.33433, -2.18288, -2.43415], [-2.29427, -2.75916, 2.24052], [-1.32707, -1.66726, 3.45229], [-2.52325, -0.78113, 4.66174], [-0.28647, -2.86908, 4.50944], [-0.31794, -0.38687, 2.62664], [0.49058, 0.48485, 3.37574], [1.25796, 1.54937, 2.79110], [2.13382, 2.30197, 3.58778], [2.28910, 2.02174, 4.94195], [1.54778, 0.99577, 5.53466], [0.64278, 0.29614, 4.77300], [-2.27027, -3.75930, 2.65505], [-1.84838, -2.80549, 1.24064], [-3.32975, -2.42344, 2.17149], [-3.45398, -1.34471, 4.73915], [-2.75981, 0.23065, 4.35109], [-2.10435, -0.72502, 5.66322], [-1.02157, -3.45857, 5.03424], [0.33887, -2.40524, 5.24966], [0.31015, -3.53754, 3.88906], [1.13654, 1.82485, 1.71764], [2.65050, 3.12826, 3.10833], [2.98340, 2.60273, 5.54811], [1.63349, 0.75299, 6.59722], [-0.01526, -0.41167, 5.28573]],
  "homo_ha": [-0.2036, -0.2687],
  "multiplicity": 3,
  "e_lumo_ha": [0.022, -0.037],
  "orbital_gap_ha": [0.2259, 0.2315],
  "total_charge": 0,
  "energy_ha": -2572.912560
}